Entry 1:
Below is a molecular structure, C37H44N2O3PtSbSe, with properties calculated with ωB97M-V with the def2-TZVPD basis set.

Geometry as XYZ:
```
89
C37H44N2O3PtSbSe (ωB97M-V with the def2-TZVPD basis set)
Pt 1.7778 -1.0096 -0.0193
C 5.3305 -2.5901 1.2627
C 4.0036 -2.0509 1.7668
C 4.0479 -1.6899 3.2385
O 3.7103 -0.8008 1.0326
C 2.9090 -3.1220 1.5106
O 2.9127 -4.1181 2.1922
O 2.0760 -2.9198 0.5145
H 6.1112 -1.8367 1.3838
H 5.2651 -2.8823 0.2113
H 5.6026 -3.4725 1.8389
H 4.9494 -1.1185 3.4621
H 4.0360 -2.6029 3.8289
H 3.1788 -1.0899 3.5092
H 4.2824 -0.7870 0.2537
C 1.6940 4.3712 2.4103
C 2.5342 3.2704 3.0575
C 1.7370 2.1518 3.7325
C 1.1414 1.1112 2.7911
N 0.1180 1.6530 1.8967
C 0.2398 1.8536 0.5725
Se 1.7229 1.4102 -0.4993
N -0.8852 2.4356 0.1243
C -1.1483 2.8770 -1.2454
C -0.5328 4.2499 -1.4931
C -0.9445 4.8502 -2.8335
C -0.5900 3.9640 -4.0203
C -1.7723 2.5890 1.1823
C -3.0534 3.1275 1.2489
C -3.6705 3.1073 2.4838
C -3.0363 2.5725 3.6159
C -1.7584 2.0541 3.5514
C -1.1359 2.0797 2.3078
H 2.3188 5.2269 2.1550
H 0.9185 4.7229 3.0948
H 1.2066 4.0505 1.4886
H 3.1637 3.7303 3.8217
H 3.2198 2.8357 2.3238
H 0.9549 2.5854 4.3625
H 2.3957 1.5977 4.4061
H 0.6786 0.2961 3.3512
H 1.9168 0.6885 2.1561
H -2.2326 2.9187 -1.3569
H -0.7740 2.1159 -1.9297
H 0.5560 4.1598 -1.4393
H -0.8436 4.9145 -0.6818
H -0.4569 5.8210 -2.9380
H -2.0203 5.0511 -2.8259
H 0.4557 3.6499 -3.9738
H -0.7389 4.4906 -4.9628
H -1.2043 3.0630 -4.0514
H -3.5450 3.5462 0.3817
H -4.6667 3.5161 2.5837
H -3.5602 2.5726 4.5618
H -1.2710 1.6471 4.4264
C -4.2148 -2.1162 1.7597
C -3.4404 -0.9645 1.7094
C -2.2999 -0.9350 0.9225
C -1.9315 -2.0558 0.1858
C -2.7059 -3.2109 0.2381
C -3.8483 -3.2372 1.0278
Sb -0.2412 -1.9950 -1.0615
C -0.8640 -1.0830 -2.8506
C 0.0972 -0.5027 -3.6744
C -0.2709 0.0041 -4.9127
C -1.5979 -0.0522 -5.3168
C -2.5612 -0.6064 -4.4850
C -2.1964 -1.1263 -3.2502
C 0.0583 -3.9914 -1.6568
C 0.0191 -4.2782 -3.0181
C 0.2025 -5.5844 -3.4532
C 0.4161 -6.5965 -2.5301
C 0.4507 -6.3079 -1.1718
C 0.2764 -5.0065 -0.7276
H -5.1043 -2.1407 2.3755
H -3.7189 -0.0919 2.2881
H -1.6883 -0.0410 0.8940
H -2.4226 -4.0901 -0.3279
H -4.4500 -4.1353 1.0720
H 1.1328 -0.4578 -3.3561
H 0.4762 0.4434 -5.5607
H -1.8838 0.3449 -6.2821
H -3.5952 -0.6452 -4.8020
H -2.9488 -1.5775 -2.6127
H -0.1582 -3.4944 -3.7447
H 0.1750 -5.8076 -4.5116
H 0.5573 -7.6148 -2.8681
H 0.6222 -7.0976 -0.4522
H 0.3337 -4.7864 0.3303
```

Spin multiplicity = 1
Energy above the lowest of the compared OMol25 structures with the same formula, charge and spin = 0.0000 eV
DFT total energy = -4532.40746 a.u.
Charge = +1

How is the electron density shared among the atoms? According to Löwdin, the charges in e are: 0.57 0.00 -0.49 0.01 -0.18 -0.57 0.11 -0.28 0.10 0.11 0.11 0.10 0.10 0.08 0.10 -0.09 -0.23 -0.17 -0.15 -0.01 -0.63 0.70 -0.01 -0.15 -0.19 -0.25 -0.10 -0.15 0.01 -0.06 -0.06 0.01 -0.16 0.08 0.08 0.04 0.11 0.10 0.11 0.12 0.14 0.05 0.13 0.10 0.10 0.12 0.11 0.11 0.08 0.08 0.06 0.12 0.11 0.11 0.12 -0.06 -0.06 -0.11 -0.35 -0.11 -0.06 1.52 -0.39 -0.15 -0.08 -0.07 -0.07 -0.11 -0.36 -0.11 -0.07 -0.07 -0.06 -0.12 0.11 0.10 0.07 0.10 0.11 0.09 0.11 0.11 0.11 0.10 0.09 0.11 0.11 0.11 0.10

---

Entry 2:
Below is 2 unconnected molecules or ions with the total composition C37H44N5, with properties calculated with ωB97M-V with the def2-TZVPD basis set.

Geometry as XYZ:
```
86
C37H44N5 (ωB97M-V with the def2-TZVPD basis set)
C -7.5117 -2.2549 5.1827
N -7.0212 -1.1682 4.3716
C -8.0247 -0.5677 3.5340
C -5.7077 -0.8039 4.3014
C -5.3433 0.5139 3.9090
C -4.0174 0.8928 3.8514
C -2.9787 -0.0723 3.9260
C -1.6206 0.2986 3.6551
C -0.5491 -0.5466 3.9264
C 0.7993 -0.1862 4.1607
C 1.8197 -1.2326 4.2132
C 1.6383 -2.4506 3.5252
C 2.6313 -3.4140 3.4919
C 3.7955 -3.2806 4.2866
N 4.7767 -4.2765 4.2921
C 6.0234 -4.1805 3.5700
C 4.6785 -5.4825 5.0786
C 3.9359 -2.1069 5.0685
C 3.0173 -1.0776 4.9546
C 1.2195 1.2084 4.2691
C 0.5089 2.1650 5.0191
C 0.9933 3.4560 5.1550
C 2.0993 3.8913 4.3840
N 2.4855 5.2355 4.3827
C 3.6186 5.7435 5.1178
C 1.8161 6.2581 3.6132
C 2.7917 2.9456 3.5940
C 2.3870 1.6251 3.5899
C -3.3448 -1.3774 4.3644
C -4.6614 -1.6994 4.6403
H -6.7763 -2.5240 5.9426
H -8.4377 -1.9331 5.6793
H -7.7507 -3.1490 4.5877
H -7.5803 0.2047 2.9093
H -8.4854 -1.3213 2.8799
H -8.8160 -0.1229 4.1473
H -6.1315 1.2323 3.6912
H -3.7529 1.9422 3.7228
H -1.4436 1.2886 3.2294
H -0.7551 -1.6175 3.9461
H 0.7207 -2.6185 2.9710
H 2.5486 -4.2850 2.8378
H 6.0580 -3.2490 2.9997
H 6.8677 -4.2241 4.2717
H 6.1182 -5.0372 2.8872
H 3.7351 -5.4901 5.6287
H 4.7387 -6.3621 4.4238
H 5.5211 -5.5341 5.7833
H 4.7939 -2.0290 5.7400
H 3.2031 -0.1528 5.4934
H -0.3924 1.8551 5.5428
H 0.5270 4.1627 5.8462
H 4.1022 4.9346 5.6694
H 4.3349 6.2107 4.4286
H 3.2800 6.5213 5.8169
H 0.9939 5.8255 3.0356
H 1.4330 7.0388 4.2855
H 2.5337 6.7380 2.9303
H 3.6261 3.2801 2.9731
H 2.9631 0.9038 3.0146
H -2.5792 -2.1415 4.4729
H -4.8982 -2.6707 5.0714
C 2.0839 3.1816 -0.1521
C 2.3112 2.3268 -1.2443
C 1.3081 1.4431 -1.6773
C 0.0864 1.3919 -0.9939
C -1.0759 0.5579 -1.3870
N -1.9807 0.2975 -0.4783
C -3.2796 -0.0140 -1.0862
C -3.1640 -1.0888 -2.1412
C -2.2049 -0.6780 -3.2433
N -1.1835 0.2161 -2.7001
C -0.1295 2.2365 0.0923
C 0.8429 3.1471 0.5046
H 2.8719 3.8660 0.1899
H 3.2809 2.3612 -1.7578
H 1.5023 0.8018 -2.5309
H -3.9056 -0.3503 -0.2614
H -3.7249 0.8979 -1.5402
H -2.7825 -2.0084 -1.6911
H -4.1449 -1.2959 -2.5702
H -1.7259 -1.5738 -3.6535
H -2.7415 -0.1785 -4.0571
H -0.4666 0.5436 -3.3360
H -1.0917 2.1817 0.5934
H 0.6409 3.8300 1.3336
```

Spin multiplicity = 1
DFT total energy = -1709.78128 a.u.
Charge = +1

How is the electron density shared among the atoms? According to Löwdin, the charges in e are: -0.04 -0.18 -0.04 -0.20 0.00 0.00 -0.21 0.05 -0.02 -0.06 -0.17 -0.01 0.02 -0.23 -0.25 -0.07 -0.07 0.02 -0.01 -0.18 -0.02 0.02 -0.24 -0.25 -0.07 -0.07 0.01 -0.02 0.01 0.01 0.09 0.10 0.10 0.08 0.10 0.10 0.11 0.13 0.13 0.10 0.11 0.13 0.09 0.08 0.09 0.09 0.08 0.09 0.13 0.12 0.12 0.13 0.09 0.08 0.09 0.08 0.09 0.09 0.13 0.13 0.11 0.11 -0.09 -0.07 -0.03 -0.15 -0.34 0.05 -0.24 -0.19 -0.18 0.07 -0.04 -0.08 0.10 0.11 0.11 0.10 0.13 0.11 0.11 0.12 0.12 0.13 0.10 0.09

---

Which value of spin multiplicity does entry 2 give? 1

---

What is the DFT total energy in the first record? -4532.40746 a.u.